(w)
The following is a quantum chemistry calculation of a cluster of 2 separate species, C5H16N2O in total, from the Open Molecules 2025 dataset.

Computed properties:
M ... 120.196 g mol⁻¹

```
! RIJCOSX wB97M-V def2-TZVPD def2/J DEFGRID3
* xyz 0 1
C 1.8181 -0.3646 1.7110
N 2.0814 0.7898 0.8338
C 0.9335 1.2250 0.0106
C -0.3049 0.2243 -0.2169
C -0.7804 0.3670 -1.7149
N -1.1661 0.6472 0.8680
C -2.5243 0.1886 0.6321
H 1.8265 -1.3149 1.1479
H 0.9807 -0.0793 2.3397
H 2.6791 -0.4874 2.3791
H 2.7989 0.6173 0.1428
H 0.4714 2.1938 0.3116
H 1.3600 1.5471 -0.9497
H 0.0993 -0.7754 -0.1696
H -1.1768 1.3352 -2.0002
H -1.3461 -0.5293 -1.9797
H 0.1940 0.2815 -2.2451
H -1.1495 1.5740 1.2567
H -3.1964 0.2513 1.4937
H -3.1032 0.6412 -0.2105
H -2.6619 -0.8562 0.3458
O 1.1415 -2.5363 -1.4138
H 0.6019 -2.9169 -0.7192
H 0.4234 -2.0230 -1.8531
*
```


(x)
The following is a quantum chemistry calculation of a cluster of 3 separate species, C5H16N2O in total, from the Open Molecules 2025 dataset.

Computed properties:
M ... 120.196 g mol⁻¹

```
! RIJCOSX wB97M-V def2-TZVPD def2/J DEFGRID3
* xyz 0 1
C 0.4480 -1.3637 0.8096
N 1.1456 -0.8063 -0.3012
C -0.6227 0.6391 -1.3566
C 0.7723 0.5562 -0.6746
C 0.8977 1.3278 0.6221
N -0.1945 1.2086 1.4503
C -0.0768 1.9048 2.6888
H 0.2324 -0.7159 1.6767
H -0.5487 -1.6959 0.4867
H 0.9465 -2.2858 1.1075
H 0.8954 -1.4074 -1.1804
H -1.1681 1.5115 -1.0080
H -1.1541 -0.2799 -1.1303
H -0.5111 0.6638 -2.4354
H 1.5714 0.8044 -1.3765
H -2.6526 -1.9236 -2.8367
H 1.1184 2.3772 0.3664
H 1.8427 0.8879 1.0427
H -0.9922 1.7505 3.2610
H 0.0371 2.9928 2.5999
H 0.7652 1.5453 3.2964
H -3.1312 -2.4898 -2.7881
H 0.4023 -3.0299 -2.2200
O -0.0229 -2.1717 -2.1003
*
```


Short version: (w) is the most stable of them.


(w)
The following is a quantum chemistry calculation of a cluster of 2 separate species, C5H16N2O in total, from the Open Molecules 2025 dataset.

Computed properties:
M ... 120.196 g mol⁻¹

```
! RIJCOSX wB97M-V def2-TZVPD def2/J DEFGRID3
* xyz 0 1
C -2.4766 0.2511 1.0121
C -1.0385 0.2214 1.5285
N 0.0705 0.3751 0.5600
C 0.6123 -0.9139 0.1338
C -0.2355 -1.8189 -0.7389
C 1.9353 -0.6094 -0.6006
N 2.8925 0.1396 0.2554
H -3.1176 -0.1908 1.7710
H -2.5872 -0.2409 0.0453
H -2.8126 1.2622 0.7617
H -0.9243 1.0724 2.2123
H -0.7991 -0.6397 2.1463
H -0.1674 0.9344 -0.2573
H 0.9762 -1.4957 0.9789
H 0.0525 -2.8576 -0.7910
H -1.3070 -1.7543 -0.5530
H -0.2708 -1.4452 -1.7736
H 2.5088 -1.4910 -0.8910
H 1.7768 -0.0132 -1.5018
H 2.3382 0.7464 0.8279
H 3.4399 -0.4982 0.8071
O -1.2774 1.8439 -1.7981
H -1.7953 1.9247 -1.0033
H -0.7948 2.6278 -2.0107
*
```


(x)
The following is a quantum chemistry calculation of a cluster of 3 separate species, C5H16N2O in total, from the Open Molecules 2025 dataset.

Computed properties:
M ... 120.196 g mol⁻¹

```
! RIJCOSX wB97M-V def2-TZVPD def2/J DEFGRID3
* xyz 0 1
C -1.4623 0.6621 1.2507
C -0.0375 0.4729 1.7096
N 0.6844 1.6057 1.8517
O 0.4427 -0.6148 1.9574
H -1.7861 1.6947 1.3384
H -1.5384 0.3415 0.2149
H -2.1123 0.0224 1.8424
H 0.3336 2.5090 1.5839
H 1.6551 1.5249 2.1039
C 1.3765 0.7230 -1.2452
C 0.2424 1.6456 -1.6661
H 1.9285 0.3915 -2.1216
H 2.0707 1.2400 -0.5863
H 1.0028 -0.1634 -0.7443
H -0.4942 1.0983 -2.2500
H -0.2565 2.0833 -0.8068
H 0.6208 2.4589 -2.2820
C -0.9318 -2.5457 -0.4577
N 0.5024 -2.3073 -0.3603
H -1.4018 -1.6751 -0.9244
H -1.1239 -3.4082 -1.0944
H -1.4162 -2.7183 0.5109
H 0.7022 -1.8512 0.5272
H 0.9989 -3.1899 -0.3518
*
```


(y)
The following is a quantum chemistry calculation of a cluster of 4 separate species, C5H16N2O in total, from the Open Molecules 2025 dataset.

Computed properties:
M ... 120.196 g mol⁻¹

```
! RIJCOSX wB97M-V def2-TZVPD def2/J DEFGRID3
* xyz 0 1
N -5.3682 -0.7914 0.6689
C -0.0023 0.9568 0.1723
C -0.2257 -0.4341 -0.3063
C -0.9201 1.9166 0.1283
N 2.9204 -0.1087 0.0788
C 3.6386 0.0609 1.3141
C 3.8025 -0.5328 -0.9585
H -4.4019 -0.8018 0.3422
H -5.5366 -1.5810 1.2747
H 0.9883 1.1114 0.6131
H -1.3361 -0.4651 -0.6578
H 0.3775 -0.7458 -1.1739
H -0.0757 -1.1666 0.4928
H -1.8904 1.6384 -0.2661
H -0.6901 2.9416 0.3972
H 3.7772 -0.8849 1.8355
H 3.1602 0.7594 1.9961
H 4.6664 0.3993 1.1152
H 4.1393 -1.5770 -0.8157
H 3.3319 -0.4458 -1.9374
H 4.7136 0.0814 -0.9801
H -5.8489 -0.9061 -0.2095
H -3.0782 -0.7301 -1.8339
O -2.8212 -0.3423 -0.9837
*
```


(z)
The following is a quantum chemistry calculation of a cluster of 2 separate species, C5H16N2O in total, from the Open Molecules 2025 dataset.

Computed properties:
M ... 120.196 g mol⁻¹

```
! RIJCOSX wB97M-V def2-TZVPD def2/J DEFGRID3
* xyz 0 1
C 0.2607 1.6682 -1.5651
C -0.0243 0.6210 -0.4988
C -1.5551 0.6055 -0.1758
N -1.8257 0.6502 1.2525
N 0.4614 -0.8272 -0.6779
C -0.2873 -1.5722 -1.7436
C 1.8900 -0.9612 -0.8534
H 1.3287 1.4173 -1.8634
H -0.0844 1.3855 -2.5570
H 0.2265 2.7237 -1.3050
H 0.4897 0.9135 0.4314
H -2.1871 -0.2720 -0.5099
H -2.1190 1.3850 -0.7065
H -2.4299 1.3764 1.5802
H -1.7372 -0.2253 1.7460
H -1.3554 -1.4127 -1.6314
H -0.0891 -1.1206 -2.7041
H 0.0289 -2.5959 -1.6825
H 2.5659 -0.1014 -0.5499
H 2.2335 -1.8089 -0.2728
H 2.2754 -1.0255 -1.8637
O 0.9195 -0.2033 3.7960
H -0.0363 -0.3057 3.8478
H 1.0467 0.1070 2.8919
*
```


Short version: (x) is the most stable of them.


(w)
The following is a quantum chemistry calculation of a cluster of 2 separate species, C5H16N2O in total, from the Open Molecules 2025 dataset.

Computed properties:
M ... 120.196 g mol⁻¹

```
! RIJCOSX wB97M-V def2-TZVPD def2/J DEFGRID3
* xyz 0 1
C 0.8036 2.5341 0.6840
N 1.8337 1.4645 0.6625
C 1.6488 0.1014 0.1299
C 0.6945 -0.8103 0.8850
C -0.8318 -0.5382 0.8395
C -1.5456 -1.1213 -0.3555
N -1.4546 -2.6110 -0.4603
H 1.0246 3.2252 -0.1227
H -0.1881 2.1411 0.4762
H 0.9415 3.0268 1.6378
H 2.1813 1.3005 1.5939
H 2.6387 -0.3581 0.2570
H 1.5573 0.1627 -0.9541
H 1.0034 -0.8517 1.9324
H 0.8096 -1.8587 0.5677
H -0.9631 0.5373 0.8820
H -1.1922 -1.0273 1.7471
H -2.5974 -0.8541 -0.4296
H -1.1641 -0.8998 -1.3591
H -0.7109 -3.0121 0.1022
H -2.3230 -3.0181 -0.1428
O -0.6835 1.0899 -2.5832
H -0.6158 1.2160 -3.5422
H -0.8667 0.1612 -2.4478
*
```


(x)
The following is a quantum chemistry calculation of a cluster of 2 separate species, C5H16N2O in total, from the Open Molecules 2025 dataset.

Computed properties:
M ... 120.196 g mol⁻¹

```
! RIJCOSX wB97M-V def2-TZVPD def2/J DEFGRID3
* xyz 0 1
C -0.1737 -2.2488 -2.4760
N -0.5122 -1.1569 -1.5725
C -0.1252 -1.4213 -0.1991
C -0.5250 -0.3225 0.7796
N 0.1452 0.9772 0.7465
C -0.1403 1.7487 -0.4677
C 1.5948 0.8887 0.9264
H -0.7171 -3.1756 -2.2336
H -0.4368 -1.9684 -3.4947
H 0.8848 -2.4924 -2.3996
H -1.5015 -0.9512 -1.6274
H -0.5276 -2.3721 0.1958
H 0.9567 -1.5716 -0.1796
H -0.2390 -0.7668 1.7486
H -1.5905 -0.1142 0.8881
H -1.2152 1.7867 -0.6573
H 0.2907 1.2905 -1.3653
H 0.2494 2.7581 -0.3500
H 2.0343 1.8720 0.7850
H 1.8213 0.5449 1.9393
H 2.0683 0.1795 0.2397
O -0.5877 2.0573 3.2523
H -1.3344 2.6603 3.2079
H -0.4192 1.7978 2.3136
*
```


Short version: (x) is the most stable of them.


(w)
The following is a quantum chemistry calculation of a cluster of 2 separate species, C3H3Cl2NO in total, from the Open Molecules 2025 dataset.

Computed properties:
M ... 139.969 g mol⁻¹

```
! RIJCOSX wB97M-V def2-TZVPD def2/J DEFGRID3
* xyz 0 1
O -1.3184 1.3609 -2.1814
C -1.4037 0.7002 -1.2429
N -1.6181 -0.1033 -0.3749
C -1.0103 -0.4409 0.8102
C 0.0504 0.1709 1.2575
Cl 0.7874 -0.2241 2.7404
H -1.5806 -1.1056 1.4693
H 0.3878 1.0601 0.9148
Cl 2.2268 -0.4581 -1.5781
H 3.4788 -0.9601 -1.8151
*
```


(x)
The following is a quantum chemistry calculation of an isolated molecule of C3H3Cl2NO, from the Open Molecules 2025 dataset.

Computed properties:
M ... 139.969 g mol⁻¹

```
! RIJCOSX wB97M-V def2-TZVPD def2/J DEFGRID3
* xyz 0 1
C -0.2156 0.0440 0.9689
C 0.5441 0.8186 -1.2511
C -0.2812 -1.3301 0.5609
N -0.0125 0.9911 -0.0705
O -0.4660 0.4705 2.1051
Cl -0.3952 -2.0040 -1.0361
Cl -0.3514 -2.4495 1.8199
H 0.9789 -0.2525 -1.4266
H 0.5146 1.7293 -1.8779
H -0.3157 1.9827 0.2075
*
```


Short version: (w) is the most stable of them.


(w)
The following is a quantum chemistry calculation of a cluster of 2 separate species, C3H11N in total, from the Open Molecules 2025 dataset.

Computed properties:
M ... 61.128 g mol⁻¹

```
! RIJCOSX wB97M-V def2-TZVPD def2/J DEFGRID3
* xyz 0 1
C -1.0763 1.7587 0.0634
C -0.8796 0.7423 1.1661
N 0.5395 0.5892 1.5343
H -0.2919 1.7001 -0.6891
H -2.0658 1.6646 -0.3748
H -0.9414 2.7832 0.4312
H -1.4868 1.0314 2.0258
H -1.1917 -0.2648 0.8855
H 1.0724 1.4388 1.3490
H 0.6555 0.3356 2.5021
C 1.1540 -2.2872 -1.7909
H 0.4008 -1.7273 -2.3374
H 1.1602 -1.9902 -0.7462
H 2.1771 -2.4579 -2.1201
H 0.7742 -3.3165 -1.8987
*
```


(x)
The following is a quantum chemistry calculation of a cluster of 2 separate species, C3H11N in total, from the Open Molecules 2025 dataset.

Computed properties:
M ... 61.128 g mol⁻¹

```
! RIJCOSX wB97M-V def2-TZVPD def2/J DEFGRID3
* xyz 0 1
C 2.7828 -2.5743 1.7571
N 1.8992 -1.4670 1.8256
C 1.0545 -0.9896 0.7457
H 2.3423 -3.5733 1.9691
H 3.1398 -2.6711 0.7072
H 3.6694 -2.4082 2.3838
H 1.3836 -1.4111 2.6957
H 1.1478 -1.7444 -0.0431
H 1.3524 -0.0153 0.3088
H 0.0405 -0.9646 1.0702
C -4.9081 4.4612 -3.6714
H -4.3184 3.6448 -3.1992
H -4.9341 5.4286 -3.1435
H -5.9788 4.0066 -3.7253
H -4.7310 4.6204 -4.7593
*
```


(y)
The following is a quantum chemistry calculation of a cluster of 2 separate species, C3H11N in total, from the Open Molecules 2025 dataset.

Computed properties:
M ... 61.128 g mol⁻¹

```
! RIJCOSX wB97M-V def2-TZVPD def2/J DEFGRID3
* xyz 0 1
C -1.8598 0.2140 0.8311
C -1.3582 0.3465 -0.6244
N -0.1296 1.1382 -0.6562
H -2.8578 0.6569 0.9179
H -2.0006 -0.8218 1.0969
H -1.2054 0.8008 1.4648
H -1.2092 -0.6385 -1.0248
H -2.0890 0.8089 -1.2891
H 0.1552 1.3601 -1.5976
H 0.6180 0.6874 -0.1494
C 2.9100 -1.4505 0.3643
H 3.6619 -1.7648 -0.3273
H 3.1281 -0.4266 0.6561
H 3.0079 -2.0068 1.2987
H 1.9295 -1.6414 -0.0547
*
```


Short version: (y) is the most stable of them.